1.
Computed, not measured: C28H31FIrN4 as an isolated structure, with ωB97M-V with the def2-TZVPD basis set.

```
65
Properties=species:S:1:pos:R:3:mulliken_charge:R:1
Ir -0.18060 -0.09981 -0.04388 1.54
C -0.02328 0.02719 3.31665 -0.85
C 0.12851 -1.41178 2.81871 -0.93
N 0.90300 -1.47115 1.56975 -0.49
C 2.33158 -1.14200 1.71883 -0.69
C 2.80581 -0.11486 0.68278 -0.99
N 1.83515 0.97763 0.51080 -0.47
C 1.76640 1.90288 1.66249 -0.67
C 0.32733 2.16428 2.10546 -0.90
N -0.42595 0.91691 2.22315 -0.20
H 0.91828 0.37968 3.74004 0.31
H -0.75372 0.03050 4.12698 0.45
H -0.85909 -1.81923 2.60144 0.45
H 0.58631 -2.01658 3.60886 0.46
H 0.80512 -2.40131 1.17977 0.28
H 2.95195 -2.03367 1.61830 0.45
H 2.50223 -0.75145 2.72233 0.41
H 2.93319 -0.59802 -0.28766 0.42
H 3.78832 0.25956 0.99006 0.48
H 2.08499 1.49830 -0.32192 0.36
H 2.22274 2.86208 1.41561 0.46
H 2.34370 1.48459 2.48784 0.31
H -0.16898 2.76842 1.34414 0.39
H 0.34529 2.73596 3.04061 0.40
H -1.41586 1.11936 2.27937 0.39
C -4.18904 1.84732 -0.41128 -0.95
C -4.89038 0.93954 -1.18970 -0.77
C -4.29149 -0.25166 -1.55955 -0.93
C -2.98750 -0.54532 -1.15432 0.85
C -2.25801 0.37029 -0.37310 -0.14
C -2.88788 1.55862 -0.01729 0.21
C -2.32121 -1.79595 -1.54809 1.16
C -3.01163 -2.88852 -2.12781 -1.05
C -2.33734 -4.02308 -2.45884 -0.99
C -0.94363 -4.10501 -2.23788 1.30
C -0.17331 -5.23800 -2.57231 -0.86
C 1.17582 -5.25482 -2.35209 -0.69
C 1.81061 -4.12938 -1.79439 -0.86
C 1.08361 -3.01919 -1.45774 -0.09
C -0.31339 -2.97932 -1.65775 -0.35
N -1.01952 -1.86560 -1.31333 0.02
H -4.64875 2.78300 -0.11871 0.44
H -5.89953 1.16012 -1.51115 0.40
H -4.84628 -0.93782 -2.18569 0.34
H -2.36081 2.30239 0.57492 0.20
H -4.07635 -2.82534 -2.28894 0.35
H -2.85544 -4.87009 -2.89198 0.45
H -0.67486 -6.09108 -3.01295 0.43
H 1.76200 -6.12458 -2.61621 0.40
H 2.88231 -4.14620 -1.64316 0.46
H 1.56858 -2.13552 -1.05861 0.33
F 1.26556 3.58476 -7.61579 -0.31
C 1.07906 2.89637 -6.48442 0.30
C -0.04311 3.16259 -5.71045 -0.54
C -0.23233 2.45996 -4.54516 -0.48
C 0.69786 1.47122 -4.12069 0.99
C 0.51990 0.76679 -2.93324 -0.60
C 1.82369 1.23052 -4.95773 -0.47
C 2.01279 1.93338 -6.12236 -0.53
H -0.74639 3.91598 -6.03941 0.45
H -1.10605 2.65009 -3.93365 0.43
H 1.22395 -0.00772 -2.64928 0.17
H -0.35972 0.93661 -2.31377 -0.18
H 2.53782 0.47078 -4.66396 0.35
H 2.86655 1.75306 -6.76176 0.44
```

The frontier orbital gap (spin up / spin down) is 6.59 / 7.85 eV. The lowest unoccupied orbital energy (spin up / spin down) comes out at -2.7584 / -3.0593 eV. The multiplicity is 5. The charge is +1. The relative energy (zero: lowest compared OMol25 entry of this formula, charge and spin) comes out at 10.2 kcal/mol.

---

2.
Computed, not measured: C28H31GeI2MoN5O as an isolated structure, with ωB97M-V with the def2-TZVPD basis set.

```
69
Properties=species:S:1:pos:R:3:mulliken_charge:R:1
Mo 1.14298 0.49872 -0.40480 0.57
I 7.42815 1.45260 4.09718 0.18
C 5.85310 1.08706 2.76715 -0.50
C 6.06523 1.23175 1.39985 -0.11
C 5.02629 0.95871 0.53377 -0.46
I 5.17657 1.26746 -1.54366 0.03
C 3.78540 0.53207 1.01972 0.03
O 2.77710 0.23253 0.18115 0.09
C 3.54824 0.48256 2.39700 0.61
C 2.14146 0.22966 2.89201 -1.21
N 1.13261 0.98006 2.09209 -0.06
C 1.29898 2.43859 2.24140 -0.92
C 1.15400 3.22056 0.96025 0.51
C 1.06904 4.60240 1.01869 -0.96
C 1.05557 5.34945 -0.14607 -0.42
C 1.16629 4.68223 -1.36150 -0.82
C 1.24372 3.31210 -1.35412 -0.68
N 1.19862 2.57205 -0.22060 0.62
C 4.60013 0.74645 3.25889 -0.62
H 7.02467 1.56100 1.02669 0.41
H 1.88975 -0.83017 2.84146 0.46
H 2.08576 0.53189 3.94098 0.43
H 0.21325 0.71621 2.42967 0.31
H 0.62298 2.84293 2.99678 0.58
H 2.31730 2.62505 2.59213 0.39
H 1.03187 5.08799 1.98477 0.52
H 0.98310 6.42779 -0.10875 0.45
H 1.20255 5.21663 -2.29988 0.49
H 1.37428 2.75640 -2.27615 0.69
H 4.44651 0.69269 4.32972 0.47
C -2.93712 1.48297 -1.31342 -1.15
C -1.56256 1.42947 -1.26212 -0.24
N -0.89798 0.61420 -0.41130 0.63
C -1.65227 -0.19642 0.36692 -0.36
C -3.03382 -0.25568 0.33511 -0.22
C -3.69299 0.65394 -0.49966 0.13
C -3.73011 -1.23482 1.18493 -0.94
C -4.81083 -1.94602 0.85665 -0.48
C -5.49441 -2.02505 -0.45004 0.15
C -4.83239 -2.15861 -1.66953 -0.01
C -5.62943 -2.25657 -2.80167 -0.29
N -6.95065 -2.22826 -2.73470 -0.53
C -7.49636 -2.12560 -1.52953 -0.12
N -6.82250 -2.03093 -0.39139 -0.54
H -3.41191 2.17703 -1.99294 0.47
H -0.96728 2.05344 -1.91153 0.53
H -1.10267 -0.85164 1.03592 0.74
H -4.77187 0.72037 -0.48782 0.61
H -3.30880 -1.37737 2.17447 0.50
H -5.27838 -2.55785 1.61967 0.43
H -3.75412 -2.21880 -1.73065 0.35
H -5.20195 -2.36763 -3.79242 0.42
H -8.57741 -2.12826 -1.46682 0.42
C 1.75035 -2.68215 0.57322 -1.12
Ge 0.98777 -2.56574 -1.26077 0.69
C -0.88902 -3.17210 -1.18155 -1.24
C 1.99203 -3.81536 -2.39007 -1.24
C 1.14426 -0.69551 -2.10110 -1.11
H 1.88322 -3.73745 0.81302 0.53
H 1.08748 -2.25883 1.33212 0.24
H 2.72827 -2.20857 0.63457 0.30
H -0.85772 -4.26242 -1.17624 0.47
H -1.44358 -2.86786 -2.07025 0.32
H -1.43397 -2.85267 -0.29392 0.33
H 1.84174 -4.82137 -1.99855 0.41
H 3.05835 -3.59385 -2.38363 0.38
H 1.63296 -3.78903 -3.41809 0.39
H 0.31343 -0.60831 -2.80586 0.48
H 2.06676 -0.74612 -2.68685 0.59
```

The frontier orbital gap (spin up / spin down) is 5.97 / 6.08 eV. The lowest unoccupied orbital energy (spin up / spin down) comes out at -7.2389 / -7.2678 eV. The multiplicity is 3. The charge is +2. The relative energy (zero: lowest compared OMol25 entry of this formula, charge and spin) comes out at 34.0 kcal/mol.

---

3.
Computed, not measured: an isolated ion of composition C28H31N2O and charge +1, with ωB97M-V with the def2-TZVPD basis set.

```
62
Properties=species:S:1:pos:R:3:mulliken_charge:R:1
C 0.21871 -9.47091 0.85827 -0.80
O -0.72854 -8.68142 1.61139 -0.43
C -0.97744 -7.41286 1.17872 0.57
C -0.63344 -6.95010 -0.11100 -1.03
C -0.74608 -5.59127 -0.40821 0.12
C -1.05097 -4.64643 0.59653 0.80
C -1.00241 -3.08738 0.43647 2.10
C -1.71065 -2.64743 -0.79954 1.04
C -1.47849 -3.00504 -2.13221 -1.18
N -2.21605 -2.19690 -2.96435 0.18
C -2.27306 -2.27140 -4.41481 -0.98
C -3.00581 -1.34570 -2.18981 -0.26
C -3.84883 -0.32557 -2.60426 -0.97
C -4.49620 0.40903 -1.59211 -0.70
C -4.32594 0.07133 -0.23401 -0.79
C -3.47320 -0.97184 0.16082 -0.25
C -2.76022 -1.64762 -0.82446 0.68
N 0.49291 -2.21606 0.34041 -0.34
C 1.26056 -3.04272 -0.63674 -0.03
C 2.72622 -3.00781 -0.22980 -0.70
C 2.77182 -2.55660 1.23586 -0.86
C 1.50128 -1.72250 1.44749 0.29
C 1.05347 -1.66436 2.89745 -1.42
C -0.20825 -0.86369 3.10393 0.37
C -0.19448 0.50593 2.82541 -0.38
C -1.37510 1.25124 2.91761 -0.70
C -2.56476 0.62160 3.31293 -0.37
C -2.56196 -0.73555 3.66286 -0.78
C -1.36797 -1.46652 3.60920 0.01
C -1.59953 -5.14941 1.78889 -0.65
C -1.60234 -6.51075 2.07358 -0.77
H 0.32336 -10.37480 1.45458 0.26
H -0.17422 -9.70494 -0.13890 0.31
H 1.18429 -8.95846 0.76027 0.36
H -0.26916 -7.65267 -0.86796 0.33
H -0.53447 -5.30795 -1.43809 -0.01
H -1.39015 -2.61621 1.34997 -1.34
H -0.81989 -3.76565 -2.54287 0.40
H -2.61172 -1.29970 -4.77664 0.32
H -1.28453 -2.49727 -4.83169 0.34
H -2.98412 -3.03599 -4.75680 0.32
H -3.96482 -0.11264 -3.66738 0.28
H -5.14349 1.24271 -1.86422 0.40
H -4.86345 0.63978 0.52907 0.40
H -3.34796 -1.27467 1.20153 0.49
H 0.25040 -1.33010 -0.14839 0.60
H 1.02628 -2.67713 -1.63955 0.34
H 0.85975 -4.05175 -0.53596 -0.09
H 3.25537 -2.32417 -0.90948 0.30
H 3.13976 -4.01047 -0.36153 0.40
H 3.67269 -1.95632 1.47025 0.39
H 2.79351 -3.41318 1.93880 0.39
H 1.74158 -0.68498 1.13482 0.24
H 1.88494 -1.14980 3.42790 0.46
H 0.98562 -2.67462 3.33461 0.44
H 0.74800 0.98674 2.54887 0.43
H -1.36478 2.31884 2.68180 0.41
H -3.50273 1.18868 3.33779 0.46
H -3.48468 -1.23195 3.98576 0.37
H -1.33522 -2.50494 3.95749 0.44
H -2.02864 -4.44313 2.51275 0.36
H -2.03350 -6.89114 2.99692 0.45
```

The frontier orbital gap is 8.19 eV. The lowest unoccupied orbital energy comes out at -2.3086 eV. Its SMILES is COc1ccc([C@H](c2cn(C)c3ccccc23)[N@@H+]2CCC[C@@H]2Cc2ccccc2)cc1. The multiplicity is 1. The charge is +1. The relative energy (zero: lowest compared OMol25 entry of this formula, charge and spin) comes out at 5.4 kcal/mol.